1.
Computed, not measured: a cluster of 20 separate species, C40H120O34 in total, with ωB97M-V with the def2-TZVPD basis set.

```
194
C40H120O34 (ωB97M-V with the def2-TZVPD basis set)
C 18.27857 21.66645 17.23214
C 19.43026 21.12229 16.42691
O 19.14679 20.44935 15.25141
H 17.61888 20.85243 17.55379
H 17.80143 22.41566 16.65344
H 18.87041 22.03898 18.06161
H 20.00183 20.49435 17.08934
H 20.02474 21.95851 16.04439
H 18.72129 19.61701 15.43093
C 9.27867 12.47665 12.80840
C 10.84442 12.53873 12.98068
O 11.15505 12.55343 14.42576
H 8.81173 13.37904 13.25835
H 8.89522 11.61725 13.29031
H 9.02322 12.59928 11.76312
H 11.25403 13.47819 12.60044
H 11.25912 11.68472 12.49248
H 10.53497 11.98558 14.93404
C 19.73315 13.94083 11.84321
C 20.87746 14.89497 11.39918
O 20.31565 15.93226 10.58043
H 20.12242 13.26062 12.54927
H 19.41195 13.17721 11.05773
H 18.88168 14.53780 12.23704
H 21.67136 14.43194 10.86760
H 21.37650 15.37657 12.31814
H 20.09401 16.61602 11.23260
C 16.26403 13.43287 13.94260
C 16.83756 13.21574 15.40000
O 18.26394 13.17495 15.43157
H 17.06882 13.87361 13.32326
H 15.36779 14.06757 14.09873
H 15.87288 12.50380 13.51521
H 16.54599 12.23807 15.85640
H 16.54980 13.99877 16.11825
H 18.52132 12.53270 14.72704
C 13.58953 11.45480 11.12915
C 14.94420 11.40542 10.47866
O 15.62742 10.23111 10.92918
H 13.15338 12.34364 10.68347
H 13.53597 11.34823 12.17522
H 13.00908 10.59542 10.72439
H 15.44432 12.35505 10.75617
H 14.82260 11.40093 9.38025
H 16.45143 10.19799 10.40375
C 20.57412 11.38705 20.29199
C 20.44175 12.84089 20.63256
O 19.30668 13.31236 19.96206
H 21.53639 10.96772 20.66151
H 20.46405 11.27135 19.22773
H 19.74196 10.75299 20.69467
H 21.27301 13.25089 20.15475
H 20.53012 13.27997 21.63383
H 18.46322 13.36316 20.41267
C 17.87558 16.57694 19.18620
C 17.72222 17.92909 18.52662
O 18.28864 17.98305 17.27988
O 19.23575 16.24066 19.44112
H 17.45723 15.83108 18.46752
H 17.26755 16.48178 20.10798
H 18.00596 18.80340 19.10991
H 16.65696 18.00479 18.36959
H 19.15095 17.51555 17.28352
H 19.32891 15.27948 19.36515
C 19.39816 19.90720 12.01978
C 18.23152 20.83518 11.89026
O 17.33347 20.80783 13.08041
O 19.11032 18.53163 11.83883
H 19.95331 20.09273 12.97839
H 20.04426 20.28912 11.22506
H 17.66911 20.79512 10.91039
H 18.62141 21.87484 11.73435
H 17.87230 21.09012 13.82588
H 18.62351 18.34605 12.69147
C 22.08410 11.84117 6.81885
C 22.44719 11.73149 8.28367
O 21.26939 11.74359 9.12860
O 21.55714 13.18960 6.57198
H 21.27475 11.20613 6.60560
H 22.91999 11.65025 6.11245
H 23.09734 12.50667 8.68966
H 23.01568 10.77306 8.47815
H 20.93197 12.67268 9.13197
H 22.26731 13.79030 6.52856
C 15.75617 18.06154 14.37597
C 16.81311 17.00466 14.44850
O 18.11849 17.53678 14.24732
O 15.68900 18.62898 13.03385
H 15.90592 18.89460 15.07299
H 14.73151 17.65961 14.50954
H 16.68404 16.26118 13.68441
H 16.87515 16.53645 15.39158
H 18.78754 16.87522 14.21890
H 16.34921 19.32602 12.91318
C 13.44565 10.70471 16.52882
C 11.97844 10.76616 17.02609
O 11.11793 10.05184 16.11723
O 13.85868 11.46649 15.44700
H 13.72095 9.64390 16.42529
H 14.02997 11.04008 17.39273
H 11.58252 11.78996 17.10922
H 11.94764 10.29250 18.02084
H 10.89088 9.31823 16.62962
H 13.05158 11.88397 15.19911
C 19.21215 8.74749 11.28537
C 19.33707 9.14583 9.84670
O 18.57326 10.33607 9.59219
O 19.79088 9.72326 12.06825
H 19.72256 7.87534 11.38930
H 18.11099 8.71134 11.47945
H 18.88768 8.36931 9.16025
H 20.33977 9.32573 9.54155
H 19.12959 11.09459 9.41691
H 19.24409 10.47915 11.90640
C 16.01093 12.62492 19.60285
C 16.55414 11.24326 19.84590
O 15.80858 10.32100 19.07080
O 16.44632 13.53187 20.62044
H 14.95968 12.59619 19.52780
H 16.43719 12.99708 18.66648
H 16.28906 10.94427 20.87658
H 17.61797 11.21030 19.82449
H 16.37180 9.98428 18.38644
H 15.97383 14.31544 20.62983
C 17.15759 9.74968 15.63833
C 18.42966 9.34672 14.98348
O 19.21065 10.48182 14.95987
O 17.45090 10.19157 17.00711
H 16.56115 8.82958 15.51693
H 16.68800 10.55705 15.07320
H 18.25593 8.99130 13.93874
H 18.82895 8.51120 15.59556
H 20.11312 10.22873 14.55924
H 18.32130 10.52927 16.83040
C 17.05496 16.35506 10.73812
C 15.89097 17.15503 10.15295
O 14.79815 17.03981 11.11405
O 16.73557 14.99249 10.94680
H 17.28652 16.86059 11.67542
H 17.91820 16.37331 10.17326
H 15.55525 16.64936 9.25941
H 16.14078 18.21536 10.03055
H 15.07719 17.72888 11.72672
H 15.88230 14.93213 11.42067
C 14.44875 17.07587 21.50598
C 14.03303 16.35861 22.77105
O 12.75214 15.57269 22.64540
O 14.90481 16.03834 20.65318
H 15.24162 17.79667 21.71876
H 13.55156 17.56833 20.95662
H 13.82032 17.05884 23.58684
H 14.84565 15.77708 23.03640
H 13.01929 14.67594 22.77652
H 14.28511 16.01243 19.87411
C 11.62735 16.93610 13.22335
C 11.39844 17.40876 11.82156
O 12.05698 16.58206 10.85519
O 13.00770 16.81440 13.48799
H 11.04728 15.97033 13.25366
H 11.18816 17.61589 13.94868
H 11.71298 18.46795 11.68893
H 10.30650 17.33956 11.67626
H 13.00676 16.80605 10.84737
H 13.33806 16.25894 12.75634
C 20.58715 15.13899 15.78635
C 21.70033 16.17094 15.68589
O 21.34667 17.55225 16.05600
O 19.61914 15.25324 14.73086
H 20.14330 15.07831 16.75728
H 21.22725 14.26182 15.62326
H 22.15973 16.15818 14.66972
H 22.50421 15.85364 16.36608
H 21.80187 18.09199 15.40304
H 18.84270 14.62472 14.80921
C 13.86272 8.38501 13.98444
C 13.06128 7.46017 13.08250
O 13.04180 7.85659 11.75819
O 15.22431 8.57165 13.52136
H 13.87144 8.01866 15.02752
H 13.41405 9.37075 14.06838
H 12.02810 7.41590 13.46752
H 13.40144 6.45654 13.02996
H 13.87116 7.61644 11.37358
H 15.23003 9.48185 13.06597
C 12.41540 14.85858 16.27749
C 12.46067 14.82496 17.76868
O 13.04634 16.01325 18.29853
O 13.70356 15.20943 15.81100
H 11.68659 15.60809 15.89668
H 12.06152 13.84534 15.93046
H 13.06939 13.95268 18.06748
H 11.49506 14.63820 18.29290
H 13.78610 16.19532 17.71946
H 13.53668 15.73480 14.99236
```

Values from the calculation:
Lowest unoccupied orbital energy, eV: 0.5
Energy relative to the best compared isomer or geometry (same formula, charge and spin), kcal per mole: 78.3
E, eV: -113031.944
HOMO, eV: -9.6
Frontier orbital gap, eV: 10.03

2.
Computed, not measured: a structure of composition C40H20F15GeMnN4O2S3, with ωB97M-V with the def2-TZVPD basis set.

```
86
C40H20F15GeMnN4O2S3 (ωB97M-V with the def2-TZVPD basis set)
Mn 0.35693 -1.56612 -0.90741
C -0.23026 -2.71039 3.49271
C -0.49162 -2.29736 2.05949
N 0.46427 -2.09797 1.23913
N 1.75450 -2.23608 1.78762
C 2.73397 -2.07908 0.94751
S 2.67672 -1.80713 -0.75564
S 4.38366 -2.23131 1.59734
C 4.25888 -1.51952 3.27760
C 4.26612 -0.00844 3.26987
C 3.08130 0.72039 3.35786
C 3.10822 2.11455 3.34068
C 4.31654 2.79341 3.24905
C 5.50155 2.07280 3.14997
C 5.47145 0.68471 3.15078
C -1.92060 -2.15966 1.66025
C -2.90401 -2.35266 2.64339
C -4.25796 -2.31537 2.37257
C -4.68104 -2.08360 1.05980
C -3.75305 -1.85529 0.06718
C -2.35793 -1.84428 0.34036
O -1.53826 -1.54630 -0.60655
H 0.81072 -2.96419 3.62358
H -0.84845 -3.56951 3.76024
H -0.48008 -1.88783 4.17347
H 5.14161 -1.90575 3.79156
H 3.35839 -1.92534 3.72773
H 2.13771 0.18803 3.43982
H 2.18246 2.67293 3.40386
H 4.33287 3.87913 3.24928
H 6.44984 2.59375 3.07396
H 6.39860 0.12502 3.04704
H -2.59238 -2.52496 3.66945
H -4.97910 -2.45288 3.17175
H -5.74365 -2.06348 0.82457
H -4.05454 -1.62131 -0.95269
F 0.00827 5.07854 -1.48403
C 1.22735 4.56519 -1.24433
C 1.48520 3.22960 -1.49564
C 2.76650 2.79107 -1.20774
F 3.13449 1.54213 -1.41939
C 3.73628 3.64032 -0.70339
F 4.96120 3.20063 -0.44004
C 3.43258 4.95756 -0.48086
F 4.35266 5.77649 0.00058
C 2.17488 5.43186 -0.75004
F 1.88829 6.71626 -0.51865
Ge -0.00478 2.06288 -2.10665
S 0.29941 0.06846 -2.77521
C -0.86646 3.01323 -3.61723
C -0.21346 3.88935 -4.46205
F 1.08389 4.18805 -4.28690
C -0.84572 4.50155 -5.52361
F -0.18948 5.34198 -6.32604
C -2.17209 4.23876 -5.75797
F -2.79440 4.83234 -6.76711
C -2.85363 3.35243 -4.95819
F -4.13901 3.09811 -5.20536
C -2.19023 2.74184 -3.91793
F -2.88606 1.86297 -3.19041
C -1.23891 2.30048 -0.54289
C -2.31037 3.16131 -0.43839
F -2.65322 3.98273 -1.43375
C -3.09290 3.24044 0.69886
F -4.11666 4.09082 0.76607
C -2.82128 2.43443 1.76882
F -3.57803 2.49261 2.84577
C -1.75074 1.58415 1.72668
F -1.47715 0.82540 2.78416
C -0.96852 1.55695 0.58725
F 0.10942 0.80091 0.62755
N -3.94067 -4.92613 -1.52702
C -3.04566 -5.92617 -1.73700
O -3.38661 -7.07018 -1.98103
C -1.59019 -5.54711 -1.64193
C -0.65236 -6.53773 -1.45706
C 0.67564 -6.17996 -1.30248
C 1.01475 -4.83537 -1.32200
N 0.12902 -3.88598 -1.54617
C -1.14402 -4.24227 -1.73351
H -4.90860 -5.19162 -1.49116
H -3.67684 -4.05238 -1.09035
H -0.98309 -7.56902 -1.42861
H 1.44650 -6.92563 -1.15765
H 2.03256 -4.49413 -1.16122
H -1.82106 -3.42704 -1.97189
```

Values from the calculation:
Lowest unoccupied orbital energy (alpha / beta), eV: 2.2 / 2.2
Energy relative to the best compared isomer or geometry (same formula, charge and spin), kcal per mole: 0.0
Total charge: -1
Multiplicity: 6
E, eV: -212968.404
HOMO (alpha / beta), eV: -4.5 / -5.4
Frontier orbital gap (alpha / beta), eV: 6.75 / 7.59

3.
Computed, not measured: a structure of composition C40H27AuF15GeN4S3, with ωB97M-V with the def2-TZVPD basis set.

```
91
C40H27AuF15GeN4S3 (ωB97M-V with the def2-TZVPD basis set)
Au 1.19246 -1.13962 -0.60867
C 2.42316 -0.85582 4.59993
N 3.45026 -0.89772 3.59963
C 4.77846 -1.11762 3.81763
C 5.39366 -1.14392 2.62053
N 4.43626 -0.93772 1.63063
C 3.22136 -0.77772 2.26413
S 1.67166 -0.43352 1.73953
C 4.74006 -0.92722 0.25983
C 6.07716 -1.00442 -0.15567
C 6.36516 -0.99092 -1.50527
C 5.32726 -0.87642 -2.41467
C 4.04076 -0.81152 -1.91407
N 3.74736 -0.85562 -0.62207
H 2.87976 -0.92262 5.58473
H 1.72986 -1.68532 4.45203
H 1.85616 0.06988 4.51313
H 5.18506 -1.23622 4.80193
H 6.43106 -1.29802 2.41983
H 6.89276 -1.06952 0.54233
H 7.38966 -1.06762 -1.83857
H 5.50376 -0.84552 -3.47617
H 3.19406 -0.71912 -2.57637
C -4.49294 -5.23072 -0.45417
C -3.57704 -4.04642 -0.53657
C -4.10984 -2.76492 -0.64997
C -3.26824 -1.65322 -0.68797
C -3.86564 -0.28612 -0.70757
C -1.90764 -1.83042 -0.63967
C -1.30094 -3.12162 -0.59007
C -2.20904 -4.21952 -0.50437
N 0.02476 -3.15322 -0.65067
C 0.92836 -4.27322 -0.69027
C 0.36896 -5.69852 -0.70157
C 1.75946 -4.12332 -1.97617
C 1.86076 -4.15132 0.52733
H -5.51594 -4.90142 -0.29837
H -4.21034 -5.88872 0.36493
H -4.45214 -5.81062 -1.37577
H -5.17924 -2.62082 -0.69627
H -4.84874 -0.28792 -1.17307
H -3.22014 0.39998 -1.24327
H -3.97474 0.06228 0.31863
H -1.25024 -0.96842 -0.63847
H -1.85794 -5.22662 -0.40237
H -0.29984 -5.84012 -1.54427
H -0.13354 -5.94022 0.23003
H 1.19946 -6.39132 -0.81887
H 1.10986 -4.20322 -2.84387
H 2.51346 -4.90572 -2.02307
H 2.25156 -3.15532 -2.01107
H 1.28096 -4.19252 1.44553
H 2.39126 -3.20422 0.50123
H 2.58626 -4.96072 0.52933
S 0.45606 -0.55562 -3.74747
C 0.85286 0.15198 -2.33667
F -1.29384 1.60088 2.22513
C -2.54024 1.93608 1.83583
C -2.66604 2.54068 0.59943
C -3.94414 2.84368 0.16993
F -4.12604 3.38578 -1.03907
C -5.05904 2.58738 0.96613
F -6.29204 2.87368 0.53593
C -4.89524 2.00248 2.21803
F -5.95874 1.73358 2.98453
C -3.62044 1.65958 2.65933
F -3.46074 1.05518 3.84533
Ge -0.86704 2.74928 -0.39257
S 1.20516 1.76078 -2.04677
C -1.40384 3.85888 -2.02357
C -1.16874 5.17998 -2.34627
F -0.69134 6.02008 -1.41697
C -1.39084 5.67348 -3.63067
F -1.13974 6.95588 -3.91847
C -1.84574 4.82228 -4.63037
F -2.02074 5.27918 -5.87347
C -2.09824 3.48608 -4.33347
F -2.51774 2.64808 -5.28507
C -1.87684 3.04978 -3.03947
F -2.09294 1.75828 -2.72087
C -0.18914 4.14328 0.92753
C -0.95064 5.22178 1.33123
F -2.16744 5.38548 0.79533
C -0.50064 6.12708 2.28603
F -1.25694 7.15948 2.67453
C 0.74876 5.93018 2.86643
F 1.20276 6.78608 3.78633
C 1.52386 4.83698 2.49363
F 2.71126 4.62708 3.08053
C 1.03796 3.96208 1.52953
F 1.76846 2.89538 1.17703
```

Values from the calculation:
Lowest unoccupied orbital energy (alpha / beta), eV: -0.1 / -1.7
Energy relative to the best compared isomer or geometry (same formula, charge and spin), kcal per mole: 22.9
Multiplicity: 4
E, eV: -181349.086
HOMO (alpha / beta), eV: -6.8 / -7.4
Frontier orbital gap (alpha / beta), eV: 6.72 / 5.74

4.
Computed, not measured: a structure of composition C40H28CoN7O3PS2, with ωB97M-V with the def2-TZVPD basis set.

```
82
C40H28CoN7O3PS2 (ωB97M-V with the def2-TZVPD basis set)
Co 0.73683 -0.39122 0.13559
O 3.50649 -0.27701 0.58550
N 2.36805 0.32308 1.09300
C 2.52531 0.53948 2.34199
C 1.59492 1.17489 3.27390
C 2.16784 1.60743 4.47221
C 1.42070 2.29201 5.41282
C 0.07758 2.54535 5.17390
C -0.50923 2.09458 4.00273
C 0.23788 1.41066 3.04626
P -0.66716 0.76993 1.61048
C -1.39410 2.24066 0.83366
C -0.92259 3.51840 1.12705
C -1.46300 4.62641 0.48854
C -2.46326 4.46607 -0.45739
C -2.92795 3.19387 -0.76742
C -2.39566 2.08657 -0.12846
C -2.05453 -0.08370 2.41422
C -3.37054 0.36525 2.29622
C -4.39024 -0.28737 2.97288
C -4.10773 -1.38585 3.76682
C -2.79801 -1.82397 3.90953
C -1.77482 -1.17714 3.23364
H 3.58836 0.05792 -0.34197
H 3.50422 0.28515 2.73732
H 3.21450 1.40307 4.66077
H 1.88231 2.61959 6.33443
H -0.51719 3.07440 5.90632
H -1.56490 2.26700 3.83037
H -0.14081 3.65716 1.86240
H -1.09989 5.61564 0.73456
H -2.88156 5.33173 -0.95422
H -3.71001 3.06591 -1.50485
H -2.76575 1.09829 -0.37455
H -3.60768 1.23674 1.70611
H -5.40568 0.07618 2.88505
H -4.90642 -1.89743 4.28781
H -2.56677 -2.66336 4.54861
H -0.75479 -1.50050 3.37761
C 0.92489 3.09697 -2.40583
C 1.14181 2.23602 -1.32467
N 0.46565 1.11363 -1.18335
C -0.45029 0.77751 -2.11690
C -0.71535 1.55465 -3.23735
C 0.00406 2.75619 -3.36267
C -1.67712 1.08324 -4.19304
C -2.33385 -0.08319 -3.99951
C -2.10323 -0.87074 -2.81911
C -2.78315 -2.06630 -2.51110
C -2.51121 -2.71820 -1.33698
C -1.54081 -2.19899 -0.46691
N -0.90149 -1.08021 -0.74172
C -1.16600 -0.42656 -1.89475
H 1.50510 4.00558 -2.47735
H 1.87878 2.46318 -0.56562
H -0.17263 3.39648 -4.21818
H -1.85824 1.67809 -5.07918
H -3.04817 -0.44348 -4.72846
H -3.51585 -2.45790 -3.20617
H -3.01519 -3.63529 -1.06939
H -1.29494 -2.69577 0.45940
O 3.51866 0.47946 -1.81482
S 2.68122 -0.42915 -2.58671
O 1.93204 0.19151 -3.64552
N 1.71438 -1.28799 -1.55300
C 1.78068 -2.62695 -1.83790
S 0.86417 -3.83351 -1.20097
C 2.84953 -2.93041 -2.83502
C 3.19548 -4.16353 -3.36011
C 4.24646 -4.22162 -4.26492
C 4.93860 -3.07371 -4.64627
C 4.57576 -1.82991 -4.14846
C 3.53428 -1.80319 -3.24356
H 2.65359 -5.04965 -3.05938
H 4.53405 -5.17790 -4.68153
H 5.76183 -3.14663 -5.34400
H 5.08794 -0.92717 -4.45302
N 0.32829 -4.55309 4.94037
C 0.57771 -4.17825 3.87519
N 0.82923 -3.80939 2.64642
C 0.89282 -2.74957 1.99230
N 1.00581 -1.92008 1.16637
```

Values from the calculation:
Lowest unoccupied orbital energy, eV: -3.8
Energy relative to the best compared isomer or geometry (same formula, charge and spin), kcal per mole: 0.0
Total charge: +1
E, eV: -127088.275
HOMO, eV: -10.4
Frontier orbital gap, eV: 6.58